The following is a DFT calculation (wB97M-V/def2-TZVPD) of a gas-phase ion, C7H12ClN2S (charge +1) in a non-equilibrium geometry.

Each atom is followed by the atoms it is bonded to, with distances in Å.
Cartesian coordinates (Å):
1 C 1.79 1.32 -1.00  C2 1.488, H12 1.060, H13 1.157, H14 1.106
2 C 0.90 0.47 -0.17  C1 1.488, S3 1.894, C4 1.501, C10 1.547
3 S 1.48 -1.33 -0.20  C2 1.894, H15 1.294
4 C 0.75 1.00 1.22  C2 1.501, C5 1.596, H16 1.122, H17 1.065
5 C -0.30 0.22 2.14  C4 1.596, C6 1.388, H18 1.045
6 C -1.28 -0.71 1.84  C5 1.388, N7 1.401, H19 1.014
7 N -1.59 -1.25 0.58  C6 1.401, C8 1.244, H20 0.986
8 C -1.24 -0.90 -0.57  N7 1.244, N9 1.317, C10 1.532
9 N -1.46 -1.60 -1.66  C8 1.317, H21 0.944, H22 0.953
10 C -0.47 0.38 -0.89  C2 1.547, C8 1.532, Cl11 1.838, H23 1.071
11 Cl -1.56 1.81 -0.46  C10 1.838
12 H 1.87 0.92 -1.97  C1 1.060
13 H 2.82 1.49 -0.49  C1 1.157
14 H 1.25 2.29 -1.00  C1 1.106
15 H 2.67 -1.02 -0.60  S3 1.294
16 H 0.25 2.01 1.29  C4 1.122
17 H 1.74 1.07 1.59  C4 1.065
18 H -0.41 0.59 3.11  C5 1.045
19 H -1.71 -1.25 2.58  C6 1.014
20 H -2.09 -2.09 0.63  N7 0.986
21 H -0.99 -1.48 -2.47  N9 0.944
22 H -2.02 -2.37 -1.55  N9 0.953
23 H -0.39 0.44 -1.95  C10 1.071

Values from the calculation:
**Total charge**: +1
**Lowest unoccupied orbital energy**: -3.9 eV
**HOMO-LUMO gap**: 9.29 eV
**ΔE to the lowest compared entry with this formula, charge and spin**: 2.8 kcal/mol
**SMILES string**: C[C@@]1(S)CC=CNC(=[NH2+])[C@H]1Cl

Löwdin atomic charges, in units of e:
1. C -0.0937
2. C -0.8025
3. S 0.8836
4. C -0.1910
5. C 0.0200
6. C -0.0462
7. N 0.1342
8. C -0.4317
9. N 0.2622
10. C -0.5303
11. Cl 0.7240
12. H 0.0758
13. H 0.1384
14. H 0.1006
15. H -0.1352
16. H 0.1101
17. H 0.1140
18. H 0.0924
19. H 0.0931
20. H 0.1737
21. H 0.0993
22. H 0.1097
23. H 0.0995

The following is a DFT calculation (wB97M-V/def2-TZVPD) of 2 unconnected molecules or ions with the total composition C7H12ClN3OP.

Each atom is followed by the atoms it is bonded to, with distances in Å.
Cartesian coordinates (Å):
1 C -1.33 3.92 0.28  P2 1.779, H10 1.091, H11 1.093, H12 1.091
2 P -1.06 2.23 0.76  C1 1.779, Cl3 1.972, C4 1.780, H13 1.394
3 Cl -2.78 1.38 1.24  P2 1.972
4 C -0.21 1.33 -0.51  P2 1.780, C5 1.383, N9 1.335
5 C 0.74 0.37 -0.19  C4 1.383, C6 1.393, H14 1.084
6 C 1.37 -0.27 -1.26  C5 1.393, C7 1.382, H15 1.083
7 C 1.01 0.09 -2.54  C6 1.382, C8 1.395, H16 1.083
8 C 0.03 1.06 -2.74  C7 1.395, N9 1.326, H17 1.085
9 N -0.57 1.69 -1.74  C4 1.335, C8 1.326
10 H -2.13 4.36 0.89  C1 1.091
11 H -0.40 4.47 0.48  C1 1.093
12 H -1.58 3.95 -0.78  C1 1.091
13 H -0.27 2.20 1.91  P2 1.394
14 H 0.97 0.12 0.83  C5 1.084
15 H 2.12 -1.03 -1.07  C6 1.083
16 H 1.49 -0.37 -3.40  C7 1.083
17 H -0.26 1.35 -3.75  C8 1.085
18 C 0.73 -3.24 1.10  O19 1.221, N20 1.371, N21 1.363
19 O 1.64 -3.03 0.32  C18 1.221
20 N 0.73 -2.73 2.38  C18 1.371, H22 1.003, H23 1.003
21 N -0.36 -4.01 0.78  C18 1.363, H24 1.003, H25 1.002
22 H 0.03 -2.94 3.05  N20 1.003
23 H 1.56 -2.25 2.67  N20 1.003
24 H -0.37 -4.42 -0.13  N21 1.003
25 H -1.09 -4.22 1.43  N21 1.002

Values from the calculation:
**Total charge**: +1
**Lowest unoccupied orbital energy**: -3.9 eV
**HOMO-LUMO gap**: 8.86 eV

Löwdin atomic charges, in units of e:
1. C -0.2226
2. P 0.6072
3. Cl 0.4393
4. C -0.4768
5. C -0.0469
6. C -0.0221
7. C -0.0072
8. C -0.0964
9. N 0.0635
10. H 0.0656
11. H 0.0759
12. H 0.0650
13. H 0.0469
14. H 0.1086
15. H 0.1111
16. H 0.1225
17. H 0.1231
18. C -0.6800
19. O 0.0145
20. N 0.1474
21. N 0.1591
22. H 0.0941
23. H 0.1017
24. H 0.1092
25. H 0.0975

The following is a DFT calculation (wB97M-V/def2-TZVPD) of C7H12ClNO in the gas phase in a non-equilibrium geometry.

Each atom is followed by the atoms it is bonded to, with distances in Å.
Cartesian coordinates (Å):
1 C -3.81 -0.73 1.22  C2 1.543, H11 1.097, H12 1.080, H13 1.209
2 C -2.77 -0.15 0.22  C1 1.543, Cl3 1.787, N4 1.244
3 Cl -2.49 1.57 0.62  C2 1.787
4 N -2.36 -0.75 -0.79  C2 1.244, C5 1.389
5 C -1.24 -0.19 -1.38  N4 1.389, C6 1.339, H14 1.022
6 C -0.35 0.11 -0.42  C5 1.339, O7 1.320, H15 1.059
7 O 0.80 0.73 -0.59  C6 1.320, C8 1.494
8 C 1.98 0.28 0.20  O7 1.494, C9 1.628, C10 1.483, H16 1.097
9 C 2.53 -1.03 -0.58  C8 1.628, H17 1.066, H18 1.148, H19 1.031
10 C 2.87 1.47 0.23  C8 1.483, H20 1.024, H21 1.129, H22 1.118
11 H -4.02 0.03 1.98  C1 1.097
12 H -3.64 -1.78 1.36  C1 1.080
13 H -4.86 -0.72 0.62  C1 1.209
14 H -1.13 -0.13 -2.40  C5 1.022
15 H -0.38 -0.47 0.46  C6 1.059
16 H 1.56 -0.08 1.15  C8 1.097
17 H 2.82 -0.69 -1.55  C9 1.066
18 H 3.47 -1.35 -0.01  C9 1.148
19 H 1.80 -1.72 -0.81  C9 1.031
20 H 2.39 2.26 0.68  C10 1.024
21 H 2.93 1.84 -0.83  C10 1.129
22 H 3.92 1.49 0.63  C10 1.118

Values from the calculation:
**Lowest unoccupied orbital energy**: 0.9 eV
**HOMO-LUMO gap**: 8.80 eV
**ΔE to the lowest compared entry with this formula, charge and spin**: 90.8 kcal/mol
**SMILES string**: C/C(Cl)=N/C=C/OC(C)C

Löwdin atomic charges, in units of e:
1. C -0.0983
2. C -0.7333
3. Cl 0.6551
4. N 0.0364
5. C -0.1250
6. C -0.2837
7. O -0.0759
8. C -0.3379
9. C -0.0097
10. C -0.0556
11. H 0.0414
12. H 0.0619
13. H 0.1270
14. H 0.0906
15. H 0.1164
16. H 0.1327
17. H 0.0586
18. H 0.1072
19. H 0.0353
20. H 0.0427
21. H 0.1104
22. H 0.1036

The following is a DFT calculation (wB97M-V/def2-TZVPD) of 2 unconnected molecules or ions with the total composition C7H12F2N2Si in a non-equilibrium geometry.

Each atom is followed by the atoms it is bonded to, with distances in Å.
Cartesian coordinates (Å):
1 C -2.90 -1.74 -0.31  C2 1.361, N8 1.335, H13 1.065
2 C -2.44 -0.90 0.65  C1 1.361, N9 1.400, H14 1.086
3 C -2.60 0.11 -1.26  N8 1.297, N9 1.370, H15 1.115
4 C 0.98 -1.48 -0.58  Si12 2.004, H16 0.988, H17 1.122, H18 1.142
5 C 1.92 0.48 1.93  Si12 1.943, H19 1.118, H20 1.180, H21 1.112
6 C 3.08 1.18 -1.05  Si12 1.892, H22 1.089, H23 1.190, H24 1.055
7 C -1.49 1.41 0.46  N9 1.417, F10 1.347, F11 1.401
8 N -3.03 -1.10 -1.47  C1 1.335, C3 1.297
9 N -2.36 0.37 0.06  C2 1.400, C3 1.370, C7 1.417
10 F -1.65 2.53 -0.26  C7 1.347
11 F -1.78 1.78 1.77  C7 1.401
12 Si 1.80 0.26 0.00  C4 2.004, C5 1.943, C6 1.892
13 H -3.03 -2.80 -0.33  C1 1.065
14 H -2.16 -1.02 1.69  C2 1.086
15 H -2.58 0.91 -2.04  C3 1.115
16 H 1.22 -2.22 0.03  C4 0.988
17 H -0.12 -1.31 -0.49  C4 1.122
18 H 1.20 -1.77 -1.66  C4 1.142
19 H 2.90 0.05 2.26  C5 1.118
20 H 1.94 1.65 2.07  C5 1.180
21 H 1.02 -0.04 2.32  C5 1.112
22 H 3.90 1.04 -0.36  C6 1.089
23 H 3.33 0.51 -2.00  C6 1.190
24 H 2.84 2.14 -1.42  C6 1.055

Values from the calculation:
**Lowest unoccupied orbital energy (alpha / beta)**: -0.8 / -0.2 eV
**HOMO-LUMO gap (alpha / beta)**: 5.89 / 8.02 eV
**ΔE to the lowest compared entry with this formula, charge and spin**: 120.6 kcal/mol

Löwdin atomic charges, in units of e:
1. C -0.1809
2. C -0.0773
3. C -0.1849
4. C -0.1824
5. C -0.2515
6. C -0.2312
7. C -0.3345
8. N 0.0549
9. N -0.0232
10. F 0.0497
11. F 0.0056
12. Si 0.8199
13. H 0.0947
14. H 0.1176
15. H 0.1412
16. H -0.0578
17. H -0.0015
18. H 0.0537
19. H 0.0186
20. H 0.0656
21. H 0.0181
22. H 0.0095
23. H 0.0773
24. H -0.0013

Number 1: E_tot -1241.537394 hartree. Number 2: E_tot -1314.808696 hartree. Number 3: E_tot -863.998703 hartree. Number 4: E_tot -872.512873 hartree.